Formula: C11H26LiO7
Source: the Open Molecules 2025 dataset
Level of theory: the ωB97M-V functional and the def2-TZVPD basis

Each line ends with the Mulliken charge.
Cartesian coordinates (Å):
Li  -1.759  -0.349  -0.104  0.7787
C  -1.919  2.439  1.016  -0.5676
O  -2.803  1.430  0.459  -0.4122
H  -2.275  3.014  1.817  0.4508
H  -1.487  3.038  0.143  0.1545
H  -1.298  1.907  1.533  0.1640
H  -3.780  1.775  0.331  0.2559
C  -4.102  -1.577  -0.379  -0.4229
O  -3.229  -1.151  -1.369  -0.3987
H  -4.291  -0.788  0.308  0.1642
H  -3.611  -2.462  0.161  0.1007
H  -4.993  -1.812  -1.072  0.3779
H  -3.600  -0.971  -2.143  0.2040
C  0.519  -3.377  -1.566  -0.7931
O  -0.399  -2.666  -0.657  -0.2969
H  0.062  -4.319  -1.769  0.4004
H  1.599  -3.337  -1.216  0.2405
H  0.482  -2.647  -2.529  0.2289
H  -1.095  -3.178  -0.381  0.2247
C  -0.875  -1.653  2.419  -0.4617
O  -2.033  -1.321  1.758  -0.3971
H  -1.121  -2.345  3.207  0.4448
H  -0.309  -0.634  2.873  0.1123
H  -0.461  -2.132  1.622  0.1341
H  -2.777  -1.384  2.453  0.2666
C  -1.332  2.071  -2.810  -1.1871
O  -0.460  1.230  -2.131  -0.3238
H  -0.991  2.429  -3.552  0.7671
H  -1.459  3.001  -2.168  0.2151
H  -2.189  1.520  -3.149  0.2322
H  0.288  1.602  -2.624  0.3109
C  3.380  -0.304  0.962  -0.3422
C  4.606  0.189  1.188  -0.6589
C  4.846  1.526  0.884  0.6290
C  3.901  2.346  0.549  -0.6571
C  2.619  1.750  0.250  -0.1380
C  2.399  0.497  0.388  -0.1311
O  1.202  -0.120  0.158  -0.1042
O  6.143  1.963  1.083  -0.5978
H  2.966  -1.320  1.172  0.3388
H  5.375  -0.544  1.294  0.3393
H  4.035  3.438  0.456  0.3776
H  1.829  2.390  -0.091  0.4221
H  1.493  -0.812  -0.491  0.2024
H  6.882  1.647  1.723  0.3532

Properties
- total charge = +1
- HOMO-LUMO gap (eV) = 8.36
- HOMO energy (eV) = -10.866
- E_tot (eV) = -26354.75751
- LUMO level (eV) = -2.50